# C19H29N3O3S

One molecule with the formula C19H29N3O3S (ωB97M-V/def2-TZVPD, the OMol25 dataset).

The geometry in XYZ format:
```
55
Properties=species:S:1:pos:R:3
C 6.911 -0.701 1.636
C 6.021 -1.582 -0.511
H -6.453 -0.019 -1.184
H -6.405 3.232 0.945
H 5.165 -2.043 -0.015
H 6.264 1.317 2.039
N 5.358 0.625 0.304
C -6.285 2.258 0.469
N 2.749 0.730 0.089
C 0.515 0.879 -0.883
C 4.809 1.923 -0.036
H -4.758 1.497 1.778
C 7.219 -1.585 0.433
H -1.492 0.804 -1.639
H 6.241 -2.153 -1.413
H -7.562 1.520 2.052
C -7.336 1.281 1.011
C -4.636 0.453 -0.106
H -6.307 -0.442 1.828
H -7.707 -0.845 0.845
O -3.190 -1.320 -1.789
C -4.877 1.727 0.717
C 5.666 -0.149 -0.892
C 1.098 -0.903 0.640
H 4.789 -0.140 -1.545
H -6.422 2.398 -0.604
H 8.096 -1.196 -0.090
H 0.796 1.767 -1.424
H -0.477 -2.312 1.051
N -3.586 -0.332 0.521
S -2.753 -1.433 -0.428
H 6.506 0.304 -1.447
C -0.177 -1.420 0.526
H -8.260 1.399 0.443
H 4.814 2.559 0.855
H -3.884 -0.779 1.375
H 7.776 -0.637 2.297
O 2.828 2.605 -1.226
H 6.081 -1.131 2.200
H 7.378 1.170 0.660
O -2.810 -2.715 0.220
C 3.352 1.806 -0.484
H 5.374 2.448 -0.822
H 1.828 -1.389 1.271
C -6.852 -0.172 0.921
C 1.454 0.252 -0.062
C -5.935 -0.351 -0.284
H 7.444 -2.602 0.757
H -5.672 -1.401 -0.425
H -4.131 2.479 0.460
C -0.756 0.349 -0.997
H 3.386 0.172 0.654
C 6.521 0.700 1.173
H -4.242 0.708 -1.093
C -1.094 -0.792 -0.294
```

Computed properties:
HOMO = -8.68 eV
SMILES = O=C(CN1CCCCC1)Nc1ccc(S(=O)(=O)NC2CCCCC2)cc1
E_LUMO = 0.65 eV
Electronic energy = -41622.485 eV
Frontier orbital gap = 0.343 Eh

These are the Löwdin partial charges, in e, on atoms 1 to 5:
1 C -0.18
2 C -0.18
3 H 0.12
4 H 0.11
5 H 0.11

# C12H22GaN2S4SbSi2

C12H22GaN2S4SbSi2 as an isolated structure (ωB97M-V/def2-TZVPD, the OMol25 dataset).

The geometry in XYZ format:
```
44
Properties=species:S:1:pos:R:3
N -0.475 -1.358 0.215
H 1.755 -0.252 4.880
Sb -5.435 4.914 -7.069
H 2.969 3.502 -1.622
S -4.935 5.881 -9.065
C 0.996 -0.015 1.566
N 1.243 0.706 0.399
C -3.176 -2.501 0.831
H -1.514 -5.119 -0.129
Si 2.309 2.056 0.254
H -1.137 -2.644 -2.600
S 0.949 -0.497 -3.124
C 0.082 -1.112 1.467
H 4.213 1.219 1.676
H -2.488 -1.592 -2.224
C -0.816 -4.327 0.160
C -0.189 -1.854 2.614
H 2.473 4.338 1.217
C 2.262 2.676 -1.502
S -7.579 5.370 -6.470
H 0.792 3.800 1.138
H -3.651 -1.538 0.630
H -0.537 -4.485 1.203
H 0.086 -4.436 -0.447
H 0.166 -2.158 4.711
H 1.836 3.231 2.440
H 2.266 1.088 2.888
Si -1.579 -2.632 -0.159
H -3.873 -3.288 0.527
H -0.878 -2.686 2.554
H 2.523 1.887 -2.211
C 0.404 -1.557 3.841
C -2.021 -2.544 -1.967
C 1.573 0.261 2.802
C 4.089 1.583 0.655
H 4.415 0.790 -0.023
C 1.286 -0.499 3.935
C 1.809 3.483 1.379
Ga 0.248 -0.092 -1.013
H -2.719 -3.351 -2.211
S -0.735 0.858 -2.792
H -3.027 -2.579 1.909
H 1.267 3.030 -1.777
H 4.754 2.441 0.516
```

Computed properties:
HOMO = -2.38 eV
Charge = -2
E_LUMO = 4.14 eV
Electronic energy = -133800.410 eV
Frontier orbital gap = 0.239 Eh

These are the Löwdin partial charges, in e, on atoms 1 to 5:
1 N -0.12
2 H 0.08
3 Sb 0.03
4 H 0.03
5 S -0.52

# C5H12NOPS

A 2-piece molecular cluster, C5H12NOPS overall (ωB97M-V/def2-TZVPD, the OMol25 dataset).

The geometry in XYZ format:
```
21
Properties=species:S:1:pos:R:3
H -1.074 -1.925 1.592
S 0.768 -1.571 3.453
H -2.052 0.038 2.487
C -0.473 -1.295 0.951
H 2.691 1.033 -1.684
P -0.929 0.796 -1.125
H -2.948 -0.401 0.939
H 2.046 -0.039 -0.467
H 1.620 -1.269 -2.368
O -0.349 -0.362 -2.072
H -2.597 1.296 1.249
C 1.106 -0.267 -2.383
C -2.177 0.285 1.320
H 0.781 2.251 0.109
H 0.753 2.590 -1.472
H 1.292 0.244 -3.274
H -0.271 -1.966 4.140
C 1.775 0.619 -1.367
H 0.362 -1.590 0.310
N -1.026 -0.140 0.576
C 0.701 1.671 -0.913
```

Computed properties:
HOMO (alpha / beta) = -7.06 / -7.06 eV
E_LUMO (alpha / beta) = -0.15 / -0.15 eV
Electronic energy = -29038.322 eV
Frontier orbital gap (alpha / beta) = 0.254 / 0.254 Eh

These are the Löwdin partial charges, in e, on atoms 1 to 5:
1 H 0.03
2 S 0.08
3 H 0.13
4 C -0.11
5 H 0.09

# C3HCl2NS

C3HCl2NS as an isolated structure (ωB97M-V/def2-TZVPD, the OMol25 dataset).

The geometry in XYZ format:
```
8
Properties=species:S:1:pos:R:3
N -0.052 0.438 2.522
C 0.026 0.523 0.005
Cl 2.197 -0.707 2.876
H -0.759 0.286 -0.672
C -0.145 0.393 1.367
Cl 1.260 1.518 -0.375
S 3.428 -0.098 0.219
C 3.306 -0.692 1.661
```

Computed properties:
HOMO (alpha / beta) = -7.72 / -8.97 eV
E_LUMO (alpha / beta) = -1.62 / -0.60 eV
Electronic energy = -40492.166 eV
Frontier orbital gap (alpha / beta) = 0.224 / 0.308 Eh

These are the Löwdin partial charges, in e, on atoms 1 to 5:
1 N 0.06
2 C -0.60
3 Cl 0.70
4 H 0.06
5 C -0.39

# H12NaO6

H12NaO6 as an isolated structure (ωB97M-V/def2-TZVPD, the OMol25 dataset).

The geometry in XYZ format:
```
19
Properties=species:S:1:pos:R:3
H 1.624 -1.975 -0.363
H -0.141 -2.686 -0.073
O 1.590 0.576 0.912
O -0.375 -2.107 0.652
O -2.064 0.206 0.040
H 2.464 0.334 0.606
H -1.572 1.283 1.373
H 2.027 -0.927 -1.378
H 0.501 0.874 -2.424
H -2.873 0.515 -0.368
O -0.415 0.923 -2.152
Na 0.058 0.329 -0.360
H -0.431 1.848 2.193
H 0.262 -1.394 0.607
O 1.403 -1.097 -0.673
H 1.672 0.619 1.864
H -0.755 1.702 -2.592
H -2.356 -0.375 0.742
O -0.618 1.354 1.395
```

Computed properties:
HOMO = -15.14 eV
Charge = +1
E_LUMO = -3.53 eV
Electronic energy = -16890.319 eV
Frontier orbital gap = 0.427 Eh

These are the Löwdin partial charges, in e, on atoms 1 to 5:
1 H 0.10
2 H 0.06
3 O -0.06
4 O -0.01
5 O -0.04

# C4H36NO18P

A 15-piece molecular cluster, C4H36NO18P overall (ωB97M-V/def2-TZVPD, the OMol25 dataset).

The geometry in XYZ format:
```
60
Properties=species:S:1:pos:R:3
H -2.598 -4.511 -1.730
C -1.541 -0.798 0.570
H 2.856 5.574 0.346
C -2.770 0.591 -1.047
O 1.729 2.400 1.845
H -3.538 1.656 0.522
H -6.225 0.231 -0.976
H 0.647 -5.167 -1.285
O 4.650 1.223 -2.885
H 0.646 -1.843 -0.639
O -5.100 -2.032 1.101
H 5.410 0.688 -2.634
H 2.843 6.760 3.218
H 2.362 2.181 1.152
C -2.455 0.233 1.242
H 0.185 2.150 -1.272
H -0.881 -0.402 -1.495
H -3.557 0.395 -1.768
H 3.107 7.896 2.235
O 2.895 4.614 0.403
H -1.796 -1.818 0.866
H 3.390 0.126 3.750
H -2.289 1.536 -1.308
H 0.616 3.466 -1.924
H 2.088 1.984 2.655
H 4.907 1.648 -3.711
O -0.048 2.771 -1.970
H 4.803 2.967 -1.614
O -1.002 -4.057 -3.681
O 1.554 -3.306 -1.867
H 0.054 -2.395 3.488
C -1.801 -0.598 -0.943
H 4.373 4.229 -0.866
H -0.402 -6.035 -0.663
H 0.494 1.577 0.800
H -0.294 -2.918 4.872
O 0.457 -6.091 -1.099
O -5.955 0.824 -1.686
H -0.584 -4.410 -4.471
O -0.031 -3.212 3.995
O -2.369 0.622 2.376
O 0.949 -1.689 0.269
H -2.270 -1.487 -1.357
H 1.900 0.052 3.298
H -0.299 -3.974 -3.026
H -4.738 -2.489 1.867
H -2.826 -4.406 -0.212
H 2.055 -3.575 -2.645
H 2.221 -3.245 -1.170
H -4.759 -1.131 1.163
O -2.189 -4.686 -0.875
N -3.390 0.674 0.303
O 0.678 0.779 0.263
O 0.455 -0.484 2.469
O 5.029 3.897 -1.496
O 2.513 0.481 3.922
H 2.585 4.416 1.295
O 3.159 6.940 2.327
H -6.078 1.708 -1.327
P 0.175 -0.530 1.029
```

Computed properties:
HOMO = -10.40 eV
E_LUMO = -0.11 eV
Electronic energy = -52370.475 eV
Frontier orbital gap = 0.378 Eh

These are the Löwdin partial charges, in e, on atoms 1 to 5:
1 H 0.04
2 C -0.22
3 H 0.04
4 C -0.14
5 O -0.06

# C34H42BCrN8O6S3

C34H42BCrN8O6S3 as an isolated structure (ωB97M-V/def2-TZVPD, the OMol25 dataset).

The geometry in XYZ format:
```
95
Properties=species:S:1:pos:R:3
N 7.414 4.481 -0.373
C 7.583 2.725 1.339
H -0.282 -3.879 2.616
O 8.560 4.773 -0.119
H -4.464 -2.874 -3.992
C 0.412 0.935 1.628
H 0.810 -0.500 -6.251
H -2.719 -0.595 2.639
O 2.886 2.217 -0.314
N 0.465 -1.054 0.296
O 7.220 0.062 3.638
C -5.057 -0.766 1.217
H -3.108 0.853 3.583
H -1.040 -4.113 -3.058
H 4.943 3.543 -0.631
S 1.498 1.866 -2.948
H -1.648 -3.729 -4.677
O 3.038 0.597 1.208
C -4.497 0.459 1.950
H 1.066 0.190 4.905
H -4.884 4.881 -0.573
H -0.870 -1.746 -5.117
C -1.509 -1.414 -3.073
H 1.244 -1.743 3.462
O 8.908 1.337 3.233
C 6.813 3.366 0.390
C 0.868 -1.735 1.326
H -3.387 -1.868 -4.962
O 6.707 5.044 -1.182
N -1.373 -0.695 -2.002
N -2.581 0.838 0.552
H -5.298 2.140 3.096
H -4.249 -1.350 0.776
B -0.513 0.918 -0.637
H -3.828 -3.536 -1.662
C -3.726 1.315 0.953
H 0.605 -3.209 -0.999
H -3.389 -1.894 -1.159
C 0.897 0.899 4.098
N 0.181 0.247 0.484
C -0.098 -3.981 1.545
H 0.017 1.502 4.330
S -0.970 3.742 -1.517
C 1.159 -3.209 1.109
C -3.440 3.320 -0.378
C 0.951 -1.135 2.617
C 3.514 1.539 0.593
H 2.173 -3.602 3.019
H 0.886 1.201 -5.746
H -5.594 -1.402 1.922
H 0.027 -5.043 1.326
H -6.411 1.522 1.857
C 0.344 0.626 -3.034
H -4.188 -1.187 -3.539
H -4.076 -0.613 3.774
N 7.768 0.974 3.055
C -0.720 -1.144 -4.231
Cr 1.095 2.714 -0.750
C -3.714 -2.083 -3.943
C -2.145 2.817 -0.690
H 2.329 -2.949 -0.708
C -3.534 -0.001 3.052
H 5.242 0.477 2.349
H -0.980 -3.620 1.012
C 1.043 0.170 -5.427
C -4.203 2.560 0.456
H -5.173 2.918 0.768
N -1.835 1.587 -0.277
C 0.727 0.193 2.796
H -3.837 4.662 -1.989
H -2.213 -3.199 -1.025
H -2.656 -4.621 -3.553
N -0.443 0.288 -2.000
H -6.138 0.608 3.327
S 0.326 2.639 1.546
C 2.363 -3.651 1.946
C 5.680 1.293 1.795
H -3.196 5.432 -0.552
C -3.024 -2.800 -1.637
C -2.540 -2.529 -3.061
C -3.873 4.649 -0.899
C 5.504 3.012 0.122
H 3.245 -3.049 1.720
H 2.101 0.073 -5.177
C 0.198 -0.147 -4.239
H 1.748 1.580 4.040
H 8.603 3.019 1.532
C 1.446 -3.491 -0.366
H 2.596 -4.691 1.717
H -5.752 -0.476 0.426
H 1.627 -4.559 -0.491
C -5.648 1.240 2.586
C 6.981 1.688 2.027
C -1.924 -3.816 -3.626
C 4.936 1.967 0.835
```

Computed properties:
HOMO (alpha / beta) = -11.49 / -11.56 eV
Charge = +1
⟨S²⟩ = 6.035
Multiplicity = 5
E_LUMO (alpha / beta) = -3.87 / -4.71 eV
Electronic energy = -121742.446 eV
Frontier orbital gap (alpha / beta) = 0.280 / 0.252 Eh

These are the Löwdin partial charges, in e, on atoms 1 to 5:
1 N -0.35
2 C 0.10
3 H 0.09
4 O 0.10
5 H 0.09

# C35H34IrN10O2S

C35H34IrN10O2S as an isolated structure (ωB97M-V/def2-TZVPD, the OMol25 dataset).

The geometry in XYZ format:
```
83
Properties=species:S:1:pos:R:3
C 5.607 -1.559 0.116
N 1.559 -0.988 -0.754
Ir -0.054 -1.057 0.663
C 0.464 -4.684 4.236
H 0.931 -5.356 4.948
N 5.275 -2.987 -2.676
C 0.715 -2.931 2.825
C -1.095 -2.782 -0.449
H -3.852 3.857 3.230
H 4.149 -0.049 0.578
C 2.354 -1.506 -1.440
C 4.251 -2.500 -2.430
N 3.107 -1.946 -2.336
C -2.012 1.373 -0.930
C 0.178 0.345 -3.144
H -3.029 2.598 0.247
H -2.175 -2.720 -0.353
H -6.018 4.841 -3.110
H -0.754 -3.728 -0.041
C -3.519 3.409 2.296
C 4.584 -0.998 0.850
N 1.405 -2.029 2.151
C 4.069 -1.673 1.943
C 0.456 -0.224 -4.377
C -1.363 -3.884 2.995
C -5.037 4.728 -2.670
H -0.562 5.240 -1.149
C -4.363 5.832 -2.176
C 5.615 -3.462 1.589
H -1.129 4.145 0.107
H -1.505 -5.583 4.328
H 1.058 1.320 -1.471
C -2.208 2.035 3.916
C -1.292 1.044 4.222
O 2.688 -1.130 4.155
H -4.406 3.042 1.774
H -2.757 -1.248 -2.545
H -3.073 4.205 1.696
N -0.597 -2.957 2.474
N 7.106 -3.382 -0.330
H 2.129 1.161 -2.872
H 7.011 -3.136 -1.309
O 2.310 0.248 2.162
N -1.243 0.372 -1.159
H 0.833 2.363 -2.895
C -2.539 2.298 2.598
C 4.594 -2.891 2.327
C -0.395 -1.151 -4.956
H -2.657 2.628 4.704
C -1.035 0.488 1.861
H -0.811 -2.723 -1.494
C -2.499 4.431 -1.527
C -3.196 3.311 -2.010
C -4.455 3.479 -2.589
C -1.563 -1.510 -4.303
C 1.107 1.361 -2.556
H -4.804 6.815 -2.238
C 6.109 -2.823 0.448
H -0.582 3.486 -1.423
H -1.014 0.857 5.250
H 1.378 0.041 -4.880
H -2.398 -3.886 2.674
H 5.997 -1.061 -0.759
N -2.349 1.853 0.280
C -1.861 -0.954 -3.074
H -2.810 1.448 -2.792
C -1.947 1.518 1.587
H 0.032 -0.427 3.494
H -4.972 2.613 -2.979
H -2.576 6.544 -1.250
C -1.114 4.318 -0.969
H 7.225 -4.376 -0.194
H 6.009 -4.432 1.864
H -2.230 -2.243 -4.737
H 4.172 -3.387 3.188
C -0.878 -4.815 3.904
H -0.145 -1.598 -5.907
S 2.581 -1.058 2.716
N 1.260 -3.776 3.715
N -2.634 2.036 -1.991
C -0.713 0.302 3.210
C -0.986 -0.050 -2.469
C -3.109 5.675 -1.614
```

Computed properties:
HOMO (alpha / beta) = -3.99 / -4.46 eV
Charge = -1
E_LUMO (alpha / beta) = 2.22 / 2.22 eV
Electronic energy = -69516.671 eV
Frontier orbital gap (alpha / beta) = 0.228 / 0.246 Eh

These are the Löwdin partial charges, in e, on atoms 1 to 5:
1 C -0.05
2 N 0.02
3 Ir 1.18
4 C -0.15
5 H 0.10

# C5H6OS

C5H6OS as an isolated structure (ωB97M-V/def2-TZVPD, the OMol25 dataset).

The geometry in XYZ format:
```
13
Properties=species:S:1:pos:R:3
C -1.184 -0.896 0.742
S -0.689 1.512 -0.282
H 0.280 -0.031 -1.967
H 2.870 -1.202 -0.068
C 0.087 0.082 -0.959
H -1.549 -1.707 -1.360
C -0.090 0.319 1.069
C -0.951 -1.086 -0.537
H 1.829 0.791 0.275
C 1.164 -0.140 0.035
H -1.726 -1.383 1.477
O 1.885 -1.378 0.238
H 0.088 0.684 2.153
```

Computed properties:
HOMO = -8.39 eV
E_LUMO = 0.69 eV
Electronic energy = -18160.917 eV
Frontier orbital gap = 0.334 Eh

These are the Löwdin partial charges, in e, on atoms 1 to 5:
1 C -0.10
2 S 0.89
3 H 0.07
4 H 0.15
5 C -0.60